The following is a DFT calculation (wB97M-V/def2-TZVPD) of 10 unconnected molecules or ions with the total composition C33H50BrNO30PS.

```
117
Properties=species:S:1:pos:R:3:lowdin_charge:R:1
C 0.572 2.289 1.728 -0.034
C 1.893 1.963 0.918 -0.439
C 2.793 3.230 0.988 -0.099
C 2.566 0.673 1.446 -0.284
S 4.204 0.532 0.575 0.925
C 4.160 -0.921 -0.577 -0.272
C 4.208 -0.312 -2.031 -0.841
O 3.629 -0.838 -2.875 0.101
Br 5.235 1.341 -2.283 0.737
P 5.777 0.245 2.050 0.384
N 5.209 -0.661 3.164 -0.157
O 7.109 -0.393 1.346 -0.140
O 6.113 1.736 2.523 -0.142
H 0.741 3.240 2.263 0.082
H 0.332 1.517 2.477 0.087
H -0.236 2.477 0.987 0.070
H 1.566 1.760 -0.121 0.119
H 2.194 4.056 0.582 0.068
H 2.986 3.443 2.055 0.102
H 3.702 3.189 0.367 0.054
H 2.668 0.617 2.542 0.109
H 2.005 -0.219 1.105 0.106
H 5.089 -1.485 -0.380 0.105
H 3.243 -1.513 -0.423 0.096
H 5.815 -1.486 3.198 0.017
H 7.238 -0.004 0.458 0.086
H 6.933 2.025 2.052 0.057
C 1.495 -5.392 -2.064 -0.121
C 0.759 -4.101 -2.284 -0.119
O 0.673 -3.562 -0.961 0.050
C 1.679 -4.105 -0.232 -0.587
O 1.989 -3.740 0.864 0.128
O 2.289 -5.108 -0.905 0.074
H 2.116 -5.662 -2.909 0.117
H 0.825 -6.223 -1.836 0.134
H 1.314 -3.404 -2.916 0.131
H -0.231 -4.249 -2.709 0.133
C -0.881 -6.161 1.869 -0.120
C -0.616 -7.326 2.779 -0.114
O -0.900 -8.448 1.944 0.068
C -0.751 -8.044 0.656 -0.562
O -0.754 -8.773 -0.283 0.157
O -0.599 -6.693 0.578 0.045
H -0.238 -5.309 2.087 0.128
H -1.924 -5.837 1.896 0.135
H 0.427 -7.378 3.100 0.136
H -1.257 -7.323 3.658 0.137
C 5.700 5.623 2.179 -0.101
C 6.720 6.486 1.486 -0.095
O 7.864 5.627 1.430 0.091
C 7.422 4.359 1.497 -0.549
O 8.112 3.393 1.307 0.137
O 6.109 4.303 1.805 0.034
H 4.683 5.825 1.847 0.120
H 5.743 5.711 3.266 0.142
H 6.425 6.750 0.469 0.138
H 6.943 7.397 2.037 0.140
C 1.661 7.896 -2.353 -0.107
C 0.808 6.659 -2.449 -0.110
O 1.649 5.652 -1.876 0.062
C 2.529 6.278 -1.058 -0.548
O 3.253 5.711 -0.298 0.122
O 2.476 7.621 -1.210 0.076
H 1.075 8.800 -2.206 0.140
H 2.306 8.030 -3.224 0.135
H -0.106 6.729 -1.858 0.114
H 0.547 6.411 -3.476 0.135
C -1.942 1.196 -3.158 -0.118
C -0.899 1.541 -2.129 -0.127
O -1.683 1.876 -0.984 0.037
C -2.886 1.254 -1.121 -0.551
O -3.708 1.189 -0.266 0.168
O -3.022 0.717 -2.360 0.072
H -1.607 0.431 -3.856 0.134
H -2.279 2.068 -3.723 0.137
H -0.256 0.692 -1.881 0.128
H -0.274 2.381 -2.429 0.135
C -3.183 4.154 1.442 -0.113
C -4.400 5.018 1.267 -0.106
O -3.839 6.284 0.901 0.075
C -2.618 6.048 0.367 -0.560
O -1.955 6.868 -0.190 0.143
O -2.243 4.755 0.545 0.047
H -3.367 3.115 1.178 0.113
H -2.782 4.197 2.457 0.139
H -5.047 4.672 0.457 0.140
H -4.986 5.101 2.177 0.113
C -0.645 -4.217 -6.900 -0.119
C -1.488 -5.465 -6.931 -0.117
O -0.644 -6.428 -6.299 0.078
C 0.229 -5.756 -5.513 -0.544
O 0.957 -6.270 -4.725 0.162
O 0.165 -4.416 -5.740 0.049
H -1.240 -3.310 -6.808 0.133
H 0.005 -4.128 -7.773 0.136
H -2.407 -5.365 -6.350 0.136
H -1.742 -5.775 -7.942 0.137
C -8.151 4.108 4.955 -0.118
C -7.717 3.507 3.643 -0.117
O -6.324 3.820 3.602 0.028
C -5.908 4.004 4.885 -0.561
O -4.770 4.113 5.207 0.167
O -6.959 4.044 5.740 0.072
H -8.957 3.550 5.428 0.136
H -8.453 5.153 4.858 0.136
H -7.836 2.421 3.619 0.136
H -8.239 3.938 2.791 0.135
C -4.903 -8.325 -0.115 -0.123
C -5.766 -9.367 0.544 -0.122
O -5.382 -9.266 1.914 0.069
C -4.876 -8.023 2.111 -0.561
O -4.619 -7.566 3.178 0.159
O -4.701 -7.369 0.927 0.050
H -5.387 -7.865 -0.975 0.133
H -3.931 -8.720 -0.424 0.130
H -6.832 -9.144 0.458 0.134
H -5.582 -10.368 0.161 0.136
```

Its total charge is +1. The calculation puts the energy relative to the best compared isomer or geometry (same formula, charge and spin) at 0.0 kcal per mole. Its spin multiplicity is 1. For the calculated total energy, the calculation gives -6912.86984 a.u. The LUMO energy is -2.78 eV.